ORCA calculation (ωB97M-V with the def2-TZVPD basis set) on the molecule C3H5NOS at a distorted geometry.

Each atom is followed by the atoms it is bonded to, with distances in Å.
CARTESIAN COORDINATES (ANGSTROEM)
1 C -1.33733 -2.01091 -1.00063  C2 1.210, H7 1.035
2 C -0.50399 -1.49112 -0.29387  C1 1.210, S6 1.702
3 C -0.17609 0.74845 0.84159  S6 1.806, H8 1.024, H9 1.103, H10 1.111
4 N 1.59311 0.17833 -1.54947  S6 2.001, H11 1.046
5 O 1.82930 -1.15732 1.07540  S6 1.467
6 S 0.85286 -0.56642 0.15347  C2 1.702, C3 1.806, N4 2.001, O5 1.467
7 H -2.29536 -2.36766 -1.15934  C1 1.035
8 H -0.79877 0.12687 1.36526  C3 1.024
9 H 0.49463 1.32568 1.50005  C3 1.103
10 H -0.68292 1.27216 0.00257  C3 1.111
11 H 2.32005 -0.49791 -1.87949  N4 1.046

Output
Energy relative to the best compared isomer or geometry (same formula, charge and spin) = 170.9 kcal/mol
Net charge = 0
2S+1 = 1
SMILES string = C#C[S@](C)(=N)=O
LUMO = -0.06 eV

Atomic partial charges in e from the Mulliken method, atoms 1 to 2:
1 C 0.0082
2 C -0.3051

ORCA calculation (ωB97M-V with the def2-TZVPD basis set) on a cluster of 2 separate species, C6H10F3NO3 in total at a distorted geometry.

Each atom is followed by the atoms it is bonded to, with distances in Å.
CARTESIAN COORDINATES (ANGSTROEM)
1 C 0.24558 0.24569 -1.24711  C4 1.353, O8 1.330, O10 1.449
2 C -0.01913 -1.92738 2.28528  C5 1.443, H14 1.137, H15 1.024, H16 1.139
3 C 1.47712 2.22295 -0.72247  O10 1.423, H17 1.102, H18 1.060, H19 1.078
4 C -1.01717 -0.18219 -1.01696  C1 1.353, N7 1.394, H20 1.121
5 C 1.22601 -1.46984 1.71700  C2 1.443, C6 1.526, O9 1.156
6 C 1.92858 -2.50670 0.84439  C5 1.526, F11 1.365, F12 1.415, F13 1.318
7 N -2.15955 0.52253 -0.64122  C4 1.394, H21 1.051, H22 1.070
8 O 1.31632 -0.53478 -1.36621  C1 1.330, H23 0.934
9 O 1.66853 -0.41438 1.88268  C5 1.156
10 O 0.43218 1.65938 -1.50610  C1 1.449, C3 1.423
11 F 2.32048 -3.60288 1.55796  C6 1.365
12 F 1.04531 -3.04552 -0.12101  C6 1.415
13 F 2.96787 -2.03480 0.18517  C6 1.318
14 H 0.03351 -1.74824 3.40729  C2 1.137
15 H -0.80219 -1.34755 1.97000  C2 1.024
16 H -0.23021 -3.02692 2.07406  C2 1.139
17 H 1.01593 2.85019 0.05691  C3 1.102
18 H 2.00521 2.93634 -1.30173  C3 1.060
19 H 2.22844 1.48696 -0.48765  C3 1.078
20 H -1.25792 -1.26200 -1.19697  C4 1.121
21 H -1.99042 1.50250 -0.98148  N7 1.051
22 H -3.08487 0.09458 -0.96724  N7 1.070
23 H 1.86254 -0.24090 -2.06443  O8 0.934

Output
Energy relative to the best compared isomer or geometry (same formula, charge and spin) = 0.0 kcal/mol
Net charge = 0
2S+1 = 1
SMILES string = CC(=O)C(F)(F)F.CO/C(O)=C\N
LUMO = 0.80 eV

Atomic partial charges in e from the Mulliken method, atoms 1 to 2:
1 C 0.5159
2 C -1.0492

What is the energy relative to the best compared isomer or geometry (same formula, charge and spin) in the second record? 0.0 kcal/mol

Repeat the second record exactly.
ORCA calculation (ωB97M-V with the def2-TZVPD basis set) on a cluster of 2 separate species, C6H10F3NO3 in total at a distorted geometry.

Each atom is followed by the atoms it is bonded to, with distances in Å.
CARTESIAN COORDINATES (ANGSTROEM)
1 C 0.24558 0.24569 -1.24711  C4 1.353, O8 1.330, O10 1.449
2 C -0.01913 -1.92738 2.28528  C5 1.443, H14 1.137, H15 1.024, H16 1.139
3 C 1.47712 2.22295 -0.72247  O10 1.423, H17 1.102, H18 1.060, H19 1.078
4 C -1.01717 -0.18219 -1.01696  C1 1.353, N7 1.394, H20 1.121
5 C 1.22601 -1.46984 1.71700  C2 1.443, C6 1.526, O9 1.156
6 C 1.92858 -2.50670 0.84439  C5 1.526, F11 1.365, F12 1.415, F13 1.318
7 N -2.15955 0.52253 -0.64122  C4 1.394, H21 1.051, H22 1.070
8 O 1.31632 -0.53478 -1.36621  C1 1.330, H23 0.934
9 O 1.66853 -0.41438 1.88268  C5 1.156
10 O 0.43218 1.65938 -1.50610  C1 1.449, C3 1.423
11 F 2.32048 -3.60288 1.55796  C6 1.365
12 F 1.04531 -3.04552 -0.12101  C6 1.415
13 F 2.96787 -2.03480 0.18517  C6 1.318
14 H 0.03351 -1.74824 3.40729  C2 1.137
15 H -0.80219 -1.34755 1.97000  C2 1.024
16 H -0.23021 -3.02692 2.07406  C2 1.139
17 H 1.01593 2.85019 0.05691  C3 1.102
18 H 2.00521 2.93634 -1.30173  C3 1.060
19 H 2.22844 1.48696 -0.48765  C3 1.078
20 H -1.25792 -1.26200 -1.19697  C4 1.121
21 H -1.99042 1.50250 -0.98148  N7 1.051
22 H -3.08487 0.09458 -0.96724  N7 1.070
23 H 1.86254 -0.24090 -2.06443  O8 0.934

Output
Energy relative to the best compared isomer or geometry (same formula, charge and spin) = 0.0 kcal/mol
Net charge = 0
2S+1 = 1
SMILES string = CC(=O)C(F)(F)F.CO/C(O)=C\N
LUMO = 0.80 eV

Atomic partial charges in e from the Mulliken method, atoms 1 to 2:
1 C 0.5159
2 C -1.0492

Look up the LUMO of the second one. 0.80 eV